[1]
Below is a gas-phase ion, C4H7N2 (charge +1) in a non-equilibrium geometry, with properties calculated with ωB97M-V/def2-TZVPD.

As for the total charge: +1. The HOMO-LUMO gap comes out at 0.3910 Eh. Its max |F| is 0.054 Eh/bohr.

Last column: Löwdin charge in e.
Positions of all 13 atoms, in Å:
C -1.587 1.047 -0.063  0.08
C -1.504 -0.284 0.097  -0.09
C 0.955 -0.100 -0.358  -0.26
C 1.865 0.953 0.405  0.15
N 2.358 -0.134 -0.132  0.06
N -0.154 -0.837 0.450  0.09
H -2.523 1.502 -0.358  0.08
H -0.964 1.914 0.216  0.10
H -2.162 -0.924 -0.474  0.12
H 0.564 0.193 -1.286  0.11
H 3.159 -0.793 -0.220  0.18
H 0.101 -0.682 1.435  0.18
H -0.106 -1.855 0.287  0.18



[2]
Below is 3 unconnected molecules or ions with the total composition C36H28BNO7 in a non-equilibrium geometry, with properties calculated with ωB97M-V/def2-TZVPD.

As for the total charge: 0. The HOMO-LUMO gap comes out at 0.3188 Eh. Its max |F| is 0.038 Eh/bohr. As for the SMILES: O=C1c2ccccc2C(=O)c2ccccc21.O=C1c2ccccc2C(=O)c2ccccc21.C#CB(COC(C)=O)N(C)C(C)=O.

Last column: Löwdin charge in e.
Positions of all 73 atoms, in Å:
O 3.648 -3.653 -2.598  0.10
C 3.280 -2.644 -2.025  -0.28
C 4.159 -1.450 -1.961  -0.08
C 5.406 -1.480 -2.581  0.00
C 6.218 -0.354 -2.561  -0.06
C 5.787 0.806 -1.922  -0.06
C 4.553 0.834 -1.288  0.00
C 3.738 -0.295 -1.301  -0.08
C 2.429 -0.261 -0.606  -0.28
O 2.087 0.729 0.016  0.09
C 1.542 -1.446 -0.686  -0.09
C 0.294 -1.414 -0.068  0.00
C -0.557 -2.506 -0.165  -0.06
C -0.165 -3.634 -0.880  -0.05
C 1.083 -3.676 -1.486  0.00
C 1.943 -2.584 -1.386  -0.08
H 5.744 -2.379 -3.085  0.12
H 7.187 -0.378 -3.048  0.11
H 6.417 1.689 -1.918  0.11
H 4.224 1.739 -0.788  0.12
H -0.017 -0.535 0.487  0.12
H -1.530 -2.478 0.314  0.10
H -0.835 -4.483 -0.963  0.11
H 1.384 -4.559 -2.039  0.12
O -5.727 -4.675 6.449  0.11
C -5.062 -4.717 5.431  -0.28
C -3.942 -3.766 5.222  -0.08
C -3.639 -2.833 6.211  0.00
C -2.568 -1.966 6.041  -0.05
C -1.796 -2.027 4.884  -0.05
C -2.106 -2.944 3.889  0.00
C -3.183 -3.812 4.052  -0.08
C -3.517 -4.775 2.975  -0.28
O -2.888 -4.776 1.932  0.09
C -4.622 -5.738 3.191  -0.08
C -4.923 -6.673 2.203  0.00
C -5.934 -7.600 2.409  -0.06
C -6.649 -7.599 3.605  -0.06
C -6.362 -6.661 4.587  0.00
C -5.351 -5.724 4.381  -0.08
H -4.234 -2.785 7.116  0.12
H -2.331 -1.243 6.814  0.11
H -0.952 -1.358 4.758  0.11
H -1.504 -2.984 2.988  0.11
H -4.366 -6.681 1.272  0.12
H -6.164 -8.329 1.640  0.11
H -7.433 -8.331 3.769  0.11
H -6.924 -6.663 5.514  0.12
C 2.655 6.044 0.355  0.09
C 2.556 5.751 -0.833  0.00
B 2.167 5.403 -2.358  -0.33
C 2.546 6.500 -3.482  -0.09
O 1.331 7.312 -3.684  -0.06
C 1.641 8.673 -3.773  -0.47
C 1.245 9.439 -5.106  0.01
O 2.158 9.323 -2.887  0.10
N 1.464 4.126 -2.573  0.00
C 1.353 3.740 -4.009  -0.07
C 0.154 4.244 -1.921  -0.42
C -0.068 3.799 -0.413  0.00
O -0.787 4.730 -2.526  0.09
H 2.619 6.018 1.475  0.06
H 3.412 7.166 -3.169  0.13
H 2.792 6.046 -4.497  0.12
H 1.482 10.535 -4.985  0.09
H 1.783 8.964 -5.977  0.09
H 0.121 9.351 -5.255  0.09
H 2.288 3.188 -4.330  0.10
H 0.518 2.966 -4.068  0.11
H 1.050 4.569 -4.705  0.10
H -0.907 3.051 -0.306  0.09
H 0.902 3.409 0.034  0.08
H -0.313 4.728 0.198  0.09



[3]
Below is 2 unconnected molecules or ions with the total composition C9H15F2N3 in a non-equilibrium geometry, with properties calculated with ωB97M-V/def2-TZVPD.

As for the total charge: 0. The HOMO-LUMO gap comes out at 0.3826 Eh. Its max |F| is 0.091 Eh/bohr.

Last column: Löwdin charge in e.
Positions of all 29 atoms, in Å:
C 3.644 2.245 -0.065  -0.25
C 2.017 0.946 0.052  -0.13
C 0.035 -0.497 -1.813  -0.08
C -1.833 -1.115 -0.274  -0.04
C 0.180 -0.238 1.961  -0.08
C -0.564 1.608 0.492  -0.08
C -0.302 -0.868 -0.382  -0.43
C 3.353 -1.179 -0.124  -0.34
C 0.018 0.234 0.584  -0.32
N 2.310 2.251 0.088  0.10
N 4.191 1.094 -0.130  0.12
N 3.121 0.232 -0.142  -0.05
F 3.522 -1.579 1.161  0.09
F 4.513 -1.508 -0.796  0.05
H 4.167 3.089 -0.266  0.08
H -0.014 -1.425 -2.545  0.13
H 0.970 -0.103 -1.751  0.01
H -0.723 0.193 -2.262  0.09
H -2.119 -0.465 -1.124  0.07
H -2.106 -2.079 -0.760  0.09
H -2.264 -0.964 0.764  0.11
H 1.160 -0.346 2.428  0.07
H -0.359 0.340 2.828  0.12
H -0.129 -1.354 2.060  0.12
H 0.073 2.374 0.864  0.05
H -0.883 1.889 -0.589  0.12
H -1.464 1.713 1.159  0.10
H 0.338 -1.708 -0.260  0.11
H 2.635 -1.726 -0.772  0.17



[4]
Below is a single C3H2ClF2NS molecule in a non-equilibrium geometry, with properties calculated with ωB97M-V/def2-TZVPD.

As for the total charge: 0. The HOMO-LUMO gap comes out at 0.3231 Eh. Its max |F| is 0.044 Eh/bohr. As for the SMILES: NC(=S)C(Cl)=C(F)F.

Last column: Löwdin charge in e.
Positions of all 10 atoms, in Å:
N 1.097 -0.667 1.389  0.05
C 0.757 -0.421 0.117  -0.91
S 1.629 -0.954 -1.150  0.69
C -0.476 0.487 -0.089  -0.50
Cl -1.489 0.766 1.358  0.66
C -1.064 0.730 -1.303  -0.45
F -0.633 0.429 -2.459  0.17
F -2.199 1.381 -1.456  0.14
H 0.430 -0.549 2.121  0.05
H 1.947 -1.202 1.472  0.09



[5]
Below is a single C5H7N molecule in a non-equilibrium geometry, with properties calculated with ωB97M-V/def2-TZVPD.

As for the total charge: 0. The HOMO-LUMO gap comes out at 0.3310 Eh. Its max |F| is 0.068 Eh/bohr. As for the SMILES: Cc1ccc[nH]1.

Last column: Löwdin charge in e.
Positions of all 13 atoms, in Å:
C -0.873 1.939 0.038  -0.04
C -0.240 0.609 -0.195  -0.31
C -0.448 -0.489 -0.997  -0.07
C 0.258 -1.598 -0.449  -0.10
C 0.811 -1.167 0.755  -0.15
N 0.637 0.173 0.815  0.03
H -0.615 2.287 1.032  0.07
H -1.951 1.933 -0.140  0.08
H -0.563 2.605 -0.770  0.07
H -1.104 -0.626 -1.836  0.09
H 0.297 -2.565 -0.919  0.09
H 1.580 -1.813 1.159  0.10
H 1.193 0.902 1.216  0.14



[6]
Below is 2 unconnected molecules or ions with the total composition C12H18Cl3N3O2 in a non-equilibrium geometry, with properties calculated with ωB97M-V/def2-TZVPD.

As for the total charge: 0. The HOMO-LUMO gap comes out at 0.3660 Eh. Its max |F| is 0.065 Eh/bohr. As for the SMILES: [H]/N=C(\C)C[C@@H](C#N)[C@@H](C#N)OCCOCC.ClC(Cl)Cl.

Last column: Löwdin charge in e.
Positions of all 38 atoms, in Å:
H 3.814 -3.117 -1.403  0.06
N 2.917 -2.979 -0.946  0.17
C 3.108 -2.638 0.252  -0.46
C 4.475 -2.476 0.864  -0.03
C 1.944 -2.350 1.142  -0.09
C 1.595 -0.840 1.243  -0.22
C 2.371 -0.041 0.313  -0.18
N 2.916 0.555 -0.535  0.20
C 0.085 -0.602 1.124  -0.35
C -0.283 0.611 1.864  -0.14
N -0.591 1.567 2.451  0.21
O -0.401 -0.672 -0.174  -0.12
C -0.412 0.554 -0.909  -0.15
C -1.756 1.286 -0.891  -0.19
O -1.598 2.621 -0.474  -0.15
C -1.892 3.618 -1.440  -0.26
C -0.666 4.492 -1.677  -0.06
H 5.171 -2.208 0.082  0.08
H 4.807 -3.407 1.305  0.08
H 4.491 -1.722 1.638  0.08
H 2.172 -2.730 2.126  0.12
H 1.078 -2.885 0.783  0.12
H 1.887 -0.524 2.235  0.15
H -0.376 -1.419 1.664  0.14
H -0.222 0.261 -1.932  0.13
H 0.390 1.225 -0.646  0.11
H -2.365 0.783 -0.153  0.08
H -2.272 1.189 -1.838  0.12
H -2.686 4.231 -1.034  0.11
H -2.182 3.197 -2.395  0.11
H 0.211 3.866 -1.718  0.07
H -0.768 4.953 -2.652  0.07
H -0.574 5.274 -0.943  0.07
Cl -5.408 -3.558 0.421  0.53
C -4.874 -1.891 0.642  -1.54
Cl -3.113 -1.785 0.623  0.60
Cl -5.568 -0.840 -0.594  0.53
H -5.223 -1.551 1.607  0.01



Q: max |F| of number 1 (C4H7N2)?
A: 0.054 Eh/bohr



Please write out number 1 again, unchanged.
Below is a gas-phase ion, C4H7N2 (charge +1) in a non-equilibrium geometry, with properties calculated with ωB97M-V/def2-TZVPD.

As for the total charge: +1. The HOMO-LUMO gap comes out at 0.3910 Eh. Its max |F| is 0.054 Eh/bohr.

Last column: Löwdin charge in e.
Positions of all 13 atoms, in Å:
C -1.587 1.047 -0.063  0.08
C -1.504 -0.284 0.097  -0.09
C 0.955 -0.100 -0.358  -0.26
C 1.865 0.953 0.405  0.15
N 2.358 -0.134 -0.132  0.06
N -0.154 -0.837 0.450  0.09
H -2.523 1.502 -0.358  0.08
H -0.964 1.914 0.216  0.10
H -2.162 -0.924 -0.474  0.12
H 0.564 0.193 -1.286  0.11
H 3.159 -0.793 -0.220  0.18
H 0.101 -0.682 1.435  0.18
H -0.106 -1.855 0.287  0.18